1.
78
Properties=species:S:1:pos:R:3:forces:R:3:mulliken_charge:R:1 method="wB97M-V/def2-TZVPD" s_squared=6.048 e_homo_ev="-5.410 / -7.827" e_above_lowest_ev=0.095 e_lumo_ha="-0.0115 / -0.0590" spin_multiplicity=5 energy_ev=-173994.6323 max_force_ev_per_a=0.2
Ir -1.3313 -1.3948 -0.3870 -0.06 -0.05 -0.16 0.77
Br -5.6010 -3.0423 5.4221 0.00 0.00 0.00 -0.21
C -4.2349 -2.7221 4.1502 0.00 0.00 0.01 -0.26
C -2.9319 -3.1338 4.4158 -0.01 0.00 0.00 -0.46
C -1.9450 -2.8964 3.4857 0.01 0.00 0.00 -0.58
C -2.2147 -2.2569 2.2678 0.01 0.01 -0.01 -0.36
O -1.1883 -2.1028 1.4402 -0.01 -0.05 0.05 -0.83
C -3.5379 -1.8358 2.0095 -0.01 0.00 -0.01 0.95
C -3.9727 -1.1106 0.8364 -0.03 0.00 0.05 -0.01
N -3.2378 -0.7967 -0.1718 0.03 0.05 -0.02 1.54
C -3.6780 0.0558 -1.2122 -0.01 0.01 0.00 0.41
C -4.9588 0.6121 -1.3208 -0.02 0.00 0.00 -0.79
C -5.2338 1.4711 -2.3668 0.02 0.01 -0.01 -0.82
C -4.2565 1.8006 -3.3010 -0.01 0.00 0.02 -0.93
C -2.9663 1.2633 -3.2115 0.02 0.01 -0.03 0.98
C -1.9047 1.5768 -4.0999 0.01 0.00 0.01 -1.11
C -0.6408 1.0100 -3.8924 -0.02 -0.01 -0.01 -0.94
C -0.4329 0.1507 -2.8514 -0.03 -0.01 0.01 0.04
N -1.4414 -0.1970 -1.9814 -0.02 0.05 0.01 0.07
C -2.6908 0.3623 -2.1481 0.02 -0.03 0.00 -0.30
C -4.5295 -2.0812 2.9735 0.00 0.00 0.00 -0.83
H -2.7009 -3.6394 5.3433 0.00 0.00 0.00 0.42
H -0.9277 -3.2188 3.6647 0.00 0.00 0.00 0.51
H -5.0028 -0.7721 0.8497 0.00 0.01 0.00 0.05
H -5.7367 0.3767 -0.6094 0.00 0.00 0.00 0.43
H -6.2250 1.8952 -2.4570 0.00 0.00 0.00 0.43
H -4.4830 2.4836 -4.1100 0.00 0.00 0.00 0.42
H -2.0811 2.2578 -4.9214 0.00 0.00 0.00 0.43
H 0.1845 1.2415 -4.5521 0.00 0.00 0.00 0.47
H 0.5335 -0.2915 -2.6673 0.01 0.01 0.01 0.10
H -5.5427 -1.7552 2.7753 0.00 0.00 0.00 0.54
S -5.0251 -2.7120 -2.4608 0.01 -0.02 0.00 -0.05
S -5.1208 -4.0137 -1.0523 0.00 0.01 -0.02 -0.02
S -3.1259 -4.4636 -0.3457 -0.01 0.01 0.02 -0.05
S -1.8550 -3.5666 -1.6043 0.04 0.03 0.06 -0.22
C 5.2947 2.5033 -0.0814 -0.02 0.00 0.00 -1.80
C 5.0251 1.0090 -0.3066 0.00 0.01 0.00 2.03
C 6.3797 0.2898 -0.3988 0.00 0.00 0.01 -1.96
C 4.3405 0.8525 -1.6713 0.01 -0.03 0.02 -1.79
C 4.2004 0.4418 0.8982 0.02 0.04 0.01 1.87
O 5.0200 0.4853 2.0774 0.01 0.02 0.03 -0.71
C 2.9143 1.2199 1.2729 0.03 -0.03 0.01 -1.67
C 1.8567 1.5605 0.2179 0.01 -0.04 0.00 0.18
C 0.4356 1.7480 0.7210 -0.02 -0.01 -0.04 0.07
C -0.0259 1.3163 1.9579 0.01 0.02 0.06 -0.25
C -1.3658 1.4344 2.3131 0.00 -0.01 0.00 -1.17
C -2.2540 2.0018 1.4214 0.00 0.00 -0.03 0.15
Cl -3.9266 2.1700 1.8648 0.00 -0.03 -0.01 -0.20
C -1.8261 2.4478 0.1787 0.00 0.06 0.05 -0.56
C -0.4898 2.3203 -0.1553 -0.03 -0.03 0.02 -0.27
C 3.9515 -1.0886 0.8409 0.00 0.01 -0.04 -2.50
N 2.7653 -1.5353 0.1318 0.01 0.00 -0.07 1.37
C 1.5011 -1.4145 0.5140 -0.03 -0.02 0.07 -0.69
N 0.7094 -1.7992 -0.4700 0.06 -0.04 -0.02 -0.10
C 1.5652 -2.2125 -1.4435 -0.01 0.04 0.01 -0.49
N 2.8233 -2.0560 -1.1175 -0.02 -0.02 0.03 -1.07
H 5.8397 2.9019 -0.9382 0.01 0.00 0.00 0.48
H 5.9183 2.6914 0.7966 -0.01 0.01 0.01 0.45
H 4.3734 3.0800 0.0152 0.01 0.00 0.00 0.28
H 7.0211 0.8304 -1.0967 0.00 0.00 0.00 0.49
H 6.2755 -0.7237 -0.7892 0.00 -0.01 0.01 0.39
H 6.8843 0.2425 0.5650 0.00 0.00 -0.02 0.38
H 5.0621 1.1190 -2.4465 0.00 0.01 0.00 0.59
H 3.4843 1.5108 -1.7953 -0.05 0.01 0.01 0.31
H 4.0299 -0.1738 -1.8633 0.00 0.01 0.00 0.30
H 5.2787 1.3990 2.2370 0.01 0.00 0.00 0.55
H 3.2402 2.1526 1.7406 0.00 0.00 0.01 0.74
H 2.4799 0.6479 2.0959 0.01 0.01 -0.05 0.07
H 1.8161 0.7992 -0.5646 0.02 -0.01 -0.01 -0.27
H 2.1464 2.4764 -0.3012 0.02 0.01 -0.01 1.03
H 0.6482 0.8846 2.6874 -0.02 0.00 -0.01 0.51
H -1.7133 1.0859 3.2764 0.00 0.01 0.00 0.46
H -2.5352 2.8803 -0.5155 0.01 0.00 0.01 0.53
H -0.1622 2.6505 -1.1347 0.01 0.00 -0.02 0.37
H 3.8616 -1.4185 1.8750 -0.01 0.01 0.00 0.41
H 4.7938 -1.6067 0.3948 0.02 -0.01 0.00 0.32
H 1.1619 -1.0502 1.4677 0.01 -0.01 -0.01 0.83
H 1.2384 -2.6285 -2.3818 0.00 0.00 0.00 0.52



2.
11
Properties=species:S:1:pos:R:3:forces:R:3:mulliken_charge:R:1 method="wB97M-V/def2-TZVPD" total_charge=-1 e_homo_ev=-4.763 e_above_lowest_ev=0.679 e_lumo_ha=0.1475 spin_multiplicity=1 energy_ev=-19517.2130 max_force_ev_per_a=4.7
H -0.1280 1.3609 1.9489 0.04 0.48 0.63 0.15
N -0.0788 0.4241 1.5598 -0.64 0.68 2.05 -0.67
C 0.1702 0.5212 0.3384 0.34 -4.46 -1.58 0.48
N 0.4771 1.5519 -0.4248 0.14 -0.84 -2.28 -0.40
P 0.0082 -1.1753 -0.6360 -0.87 0.18 0.09 0.70
O -1.2151 -0.8719 -1.4277 -0.37 0.45 -0.60 -0.71
O 1.2446 -1.6618 -1.2742 0.81 0.10 0.12 -0.72
O -0.5130 -2.2450 0.5216 1.42 0.70 -0.65 -0.52
H 0.6055 2.4320 -0.0447 0.29 1.95 0.44 0.18
H 0.6070 1.3168 -1.4124 -0.03 0.74 0.69 0.21
H -1.1775 -1.6527 0.8511 -1.14 0.02 1.10 0.31



3.
12
Properties=species:S:1:pos:R:3:forces:R:3:mulliken_charge:R:1 method="wB97M-V/def2-TZVPD" e_homo_ev=-8.623 e_above_lowest_ev=0.485 e_lumo_ha=0.0336 spin_multiplicity=1 smiles=Cc1cnc[nH]1 energy_ev=-7225.1063 max_force_ev_per_a=1.6
C 0.0438 -0.8636 1.4943 1.13 -0.09 0.70 -1.11
C 0.1890 -0.1740 0.1850 -1.15 0.74 0.75 0.57
C 1.2073 0.1892 -0.6341 -0.26 0.26 -0.66 -0.47
N 0.7306 0.8509 -1.7504 -0.23 -0.17 -0.36 -0.55
C -0.5584 0.9260 -1.5948 0.26 -0.60 0.23 -0.17
N -0.9474 0.3555 -0.4049 0.23 0.15 -1.25 -0.15
H -0.9506 -0.9632 1.9093 -0.43 0.33 -0.39 0.32
H 0.6436 -0.3563 2.2510 -0.01 0.06 0.10 0.28
H 0.4302 -1.8744 1.4719 0.17 -0.30 -0.23 0.28
H 2.2586 0.0621 -0.5930 0.60 -0.48 0.45 0.42
H -1.2903 1.1013 -2.3698 0.09 0.71 0.11 0.35
H -1.7563 0.7465 0.0354 -0.40 -0.63 0.56 0.24